# 1
Formula: C9H15IN
Source: the OMol25 dataset
Level of theory: the ωB97M-V functional and the def2-TZVPD basis

```
26
Properties=species:S:1:pos:R:3:nbo_charge:R:1
C -2.6033 1.7800 1.6472 -0.58
C -1.5668 1.6319 0.5203 -0.32
C -0.1703 1.2009 0.7996 0.29
N 0.3261 0.4005 -0.0703 -0.25
C 1.5323 -0.3858 0.1057 -0.07
C 2.2024 -0.8795 -1.1388 -0.40
C 2.5451 -2.2084 -0.4314 -0.37
C 1.4262 -1.8182 0.5457 -0.39
C -0.6661 0.1021 -1.1673 -0.11
I -0.0094 1.5046 -2.7899 0.15
C -2.0136 0.6489 -0.5809 -0.44
H -2.2566 2.5494 2.2727 0.23
H -2.5972 0.8248 2.1985 0.21
H -3.5475 2.1273 1.2766 0.25
H -1.6738 2.6864 0.1092 0.29
H 0.3099 1.1440 1.7607 0.24
H 2.2511 0.0452 0.8303 0.24
H 3.1223 -0.4800 -1.5598 0.25
H 1.4439 -1.0702 -1.8694 0.21
H 2.1836 -2.9613 -1.0604 0.21
H 3.5002 -2.4015 -0.0878 0.23
H 0.6219 -2.2794 0.0263 0.20
H 1.2896 -2.0569 1.5550 0.23
H -0.4382 -0.9292 -1.3934 0.24
H -2.6998 -0.1110 -0.0490 0.24
H -2.5120 0.9354 -1.4493 0.26
```

Calculated values
spin multiplicity = 1
SMILES = C[C@H]1C=[N+](C2CCC2)[C@H](I)C1
net charge = +1
HOMO-LUMO gap = 8.8 eV
total energy = -19158.0872 eV
relative energy (zero: lowest compared OMol25 entry of this formula, charge and spin) = 11.9 kcal/mol
highest occupied orbital energy = -13.39 eV

***

# 2
Formula: C7H12Cl2NO2P
Source: the OMol25 dataset
Level of theory: the ωB97M-V functional and the def2-TZVPD basis

```
25
Properties=species:S:1:pos:R:3:nbo_charge:R:1
C -2.3843 1.2094 0.8088 -0.62
C -2.3005 0.0635 -0.2003 -0.41
C -1.1349 -0.8963 0.0112 -0.17
Cl -1.0077 -1.3692 1.7200 -0.05
C 0.1812 -0.4085 -0.6294 -0.24
C 0.4151 1.0559 -0.9779 -0.23
N 1.7512 1.0278 -1.5992 -0.63
C 2.4730 -0.0569 -1.0809 0.68
O 3.6511 -0.3045 -1.3347 -0.55
C 1.5619 -0.8471 -0.1169 -0.66
P 2.3276 -0.3630 1.5540 1.16
O 1.9301 -1.6584 2.4812 -0.98
Cl 1.0922 1.0961 2.3669 -0.33
H -1.3946 1.4454 1.1739 0.21
H -2.9792 0.9409 1.6631 0.22
H -2.7639 2.0980 0.3246 0.21
H -3.1995 -0.5333 -0.0971 0.22
H -2.2755 0.4277 -1.2164 0.21
H -1.4013 -1.7986 -0.5139 0.21
H 0.1279 -0.8849 -1.6087 0.21
H -0.2963 1.4008 -1.7117 0.20
H 0.3862 1.7054 -0.1198 0.22
H 1.6499 0.9875 -2.5994 0.40
H 1.7528 -1.9066 -0.2203 0.25
H 1.8374 -2.4311 1.9231 0.49
```

Calculated values
spin multiplicity = 1
SMILES = CC[C@H](Cl)[C@H]1CNC(=O)[C@H]1P(O)Cl
HOMO-LUMO gap = 9.4 eV
total energy = -47373.3398 eV
relative energy (zero: lowest compared OMol25 entry of this formula, charge and spin) = 0.0 kcal/mol
highest occupied orbital energy = -9.07 eV

***

# 3
Formula: C27H23Br2CoFN3O4Te
Source: the OMol25 dataset
Level of theory: the ωB97M-V functional and the def2-TZVPD basis

```
62
Properties=species:S:1:pos:R:3:nbo_charge:R:1
Co 0.3525 0.4609 1.0931 1.34
C 2.6536 0.3145 -1.0753 -0.31
C 2.3310 1.7321 -0.8111 0.19
C 3.0900 2.8255 -1.3019 -0.24
C 2.7968 4.0932 -0.9142 -0.16
C 1.7855 4.3124 0.0558 -0.12
C 1.3925 5.5647 0.5820 -0.13
Br 2.1993 7.1716 -0.0548 -0.01
C 0.4342 5.6463 1.5547 -0.22
C -0.1516 4.4898 2.0835 -0.24
Br -1.4467 4.6657 3.4560 0.02
C 0.1995 3.2033 1.6621 0.43
O -0.2087 2.1136 2.1741 -0.79
C 1.1336 3.1717 0.5515 0.09
N 1.3628 1.9334 0.0533 -0.49
H 3.5381 0.2121 -1.7097 0.19
H 1.8421 -0.2715 -1.5002 0.23
H 3.8704 -0.7937 0.3216 0.35
H 3.8858 2.6360 -2.0117 0.21
H 3.3385 4.9394 -1.3143 0.22
H 0.1334 6.6109 1.9397 0.23
C -6.4131 -2.1330 2.0220 -0.62
C -6.4434 -0.7674 1.3566 -0.02
C -7.2145 0.2343 2.2037 -0.40
C -7.3358 1.5587 1.4758 -0.42
C -5.9798 2.0493 1.0519 -0.03
C -5.7370 3.3891 0.8525 -0.24
C -4.4727 3.8358 0.4814 0.38
F -4.3040 5.1648 0.3136 -0.33
C -3.4290 2.9775 0.3015 -0.23
C -3.6575 1.6074 0.4911 -0.07
C -2.5127 0.6933 0.3130 0.51
O -1.4322 1.1358 -0.1024 -0.67
C -2.7637 -0.6784 0.6409 -0.31
C -4.0269 -1.0554 0.9606 0.12
N -5.0931 -0.2308 1.0925 -0.36
C -4.9162 1.1363 0.8749 0.15
C -1.6949 -1.7585 0.6248 0.79
O -2.0728 -2.9092 0.3621 -0.74
O -0.5220 -1.4131 0.9407 -0.79
H -7.4320 -2.3919 2.3116 0.22
H -5.7960 -2.1203 2.9214 0.22
H -6.0502 -2.9215 1.3663 0.22
H -6.9508 -0.8580 0.3867 0.19
H -6.6916 0.3660 3.1557 0.21
H -8.1996 -0.1805 2.4243 0.21
H -7.8182 2.3099 2.1037 0.22
H -7.9743 1.4294 0.5949 0.21
H -6.5236 4.1192 1.0001 0.22
H -2.4343 3.3134 0.0437 0.27
H -4.1980 -2.1083 1.1209 0.24
N 2.9513 -0.3562 0.3158 -0.62
C 2.1744 -0.3309 1.3316 -0.28
C 1.5966 -6.0366 -1.4936 -0.92
Te 0.3817 -4.5579 -0.5296 0.51
C -1.4032 -5.4901 -1.2022 -0.89
H 1.3968 -6.0466 -2.5631 0.20
H 1.4068 -7.0205 -1.0694 0.20
H 2.6419 -5.7782 -1.3327 0.22
H -1.4373 -6.5184 -0.8473 0.20
H -1.4481 -5.4657 -2.2890 0.20
H -2.2209 -4.9159 -0.7804 0.26
```

Calculated values
spin multiplicity = 4
net charge = -1
HOMO-LUMO gap (spin up / spin down) = 4.8 / 5.7 eV
total energy = -228756.7845 eV
relative energy (zero: lowest compared OMol25 entry of this formula, charge and spin) = 75.9 kcal/mol
highest occupied orbital energy (spin up / spin down) = -2.64 / -3.51 eV

***

# 4
Formula: C5H11N5S
Source: the OMol25 dataset
Level of theory: the ωB97M-V functional and the def2-TZVPD basis

```
22
Properties=species:S:1:pos:R:3:nbo_charge:R:1
C -0.0309 0.2537 -4.3244 0.20
C 0.7920 0.1821 2.8660 -0.42
C -0.8765 -1.2317 1.7413 -0.42
C -0.3577 0.7761 -0.0522 -0.30
C 0.8456 -0.0049 0.5262 -0.22
N 0.3388 1.1867 -3.3895 -0.31
N -0.1396 0.8166 -2.2579 0.04
N -0.6202 -0.8103 -3.9478 -0.64
N -0.1158 1.5085 -1.2161 -0.23
N 0.4693 -0.6734 1.7105 -0.45
S -0.9520 -0.8377 -2.3255 0.56
H 0.2733 0.3622 -5.3820 0.21
H 1.8687 -0.1109 3.0613 0.20
H 0.8418 1.2130 2.6269 0.18
H 0.0855 0.0137 3.6474 0.20
H -0.9605 -1.7728 0.8737 0.20
H -0.8018 -1.9170 2.6482 0.21
H -1.6847 -0.4949 1.9307 0.17
H -0.7128 1.3513 0.8080 0.21
H -1.1681 0.1208 -0.1252 0.18
H 1.2947 -0.7280 -0.1112 0.20
H 1.6110 0.7967 0.6917 0.21
```

Calculated values
spin multiplicity = 1
HOMO-LUMO gap = 8.2 eV
total energy = -23644.7707 eV
relative energy (zero: lowest compared OMol25 entry of this formula, charge and spin) = 17.5 kcal/mol
highest occupied orbital energy = -8.10 eV

***

# 5
Formula: C3H4N2OS2
Source: the OMol25 dataset
Level of theory: the ωB97M-V functional and the def2-TZVPD basis

```
12
Properties=species:S:1:pos:R:3:nbo_charge:R:1
H 3.4978 -0.1996 0.3361 0.32
N 2.9874 -1.2502 0.1032 -0.68
C 1.7271 -0.7360 0.0762 0.65
N 1.2836 0.5816 0.1534 -0.63
C -0.0341 0.6307 -0.1237 -0.08
S -0.4477 2.3643 -0.1108 0.00
C -0.5761 -0.5372 -0.0957 0.14
S -2.2880 -1.2000 0.1633 0.01
O 0.5088 -1.4405 -0.3260 -0.48
H 1.8129 1.3728 -0.0504 0.42
H -0.3056 2.7447 1.1151 0.13
H -1.9032 -2.4871 -0.5706 0.19
```

Calculated values
spin multiplicity = 1
SMILES = [H]/N=c1\[nH]c(S)c(S)o1
HOMO-LUMO gap = 8.7 eV
total energy = -29870.5592 eV
relative energy (zero: lowest compared OMol25 entry of this formula, charge and spin) = 82.7 kcal/mol
highest occupied orbital energy = -8.41 eV

***

# 6
Formula: CH8BCl2O3P2
Source: the OMol25 dataset
Level of theory: the ωB97M-V functional and the def2-TZVPD basis

```
17
Properties=species:S:1:pos:R:3:nbo_charge:R:1
O 2.8225 -1.0607 0.6875 -1.15
P 2.8027 0.4432 0.7448 1.36
B 1.1590 1.4260 0.5721 -0.97
P -0.2460 0.5494 1.6064 1.08
O -1.2173 1.8493 2.0226 -1.01
O -1.1382 -0.0970 0.3114 -1.01
H 3.7225 1.0058 -0.1912 -0.14
H 3.4606 0.9264 1.9157 -0.14
H 1.3353 2.5132 1.0889 0.02
H 0.8821 1.5215 -0.6030 0.03
H -1.1917 2.5245 1.3271 0.47
H -1.8106 -0.6561 0.7124 0.47
C -1.9969 -2.1531 -1.9507 -0.39
Cl -2.0833 -1.7872 -3.6819 -0.05
Cl -3.4722 -2.9544 -1.3717 -0.06
H -1.1636 -2.8241 -1.7870 0.23
H -1.8649 -1.2269 -1.4034 0.26
```

Calculated values
spin multiplicity = 1
net charge = -1
HOMO-LUMO gap = 7.2 eV
total energy = -51611.0877 eV
relative energy (zero: lowest compared OMol25 entry of this formula, charge and spin) = 0.0 kcal/mol
highest occupied orbital energy = -4.34 eV

***

What did the first record say?
Formula: C9H15IN
Source: the OMol25 dataset
Level of theory: the ωB97M-V functional and the def2-TZVPD basis

```
26
Properties=species:S:1:pos:R:3:nbo_charge:R:1
C -2.6033 1.7800 1.6472 -0.58
C -1.5668 1.6319 0.5203 -0.32
C -0.1703 1.2009 0.7996 0.29
N 0.3261 0.4005 -0.0703 -0.25
C 1.5323 -0.3858 0.1057 -0.07
C 2.2024 -0.8795 -1.1388 -0.40
C 2.5451 -2.2084 -0.4314 -0.37
C 1.4262 -1.8182 0.5457 -0.39
C -0.6661 0.1021 -1.1673 -0.11
I -0.0094 1.5046 -2.7899 0.15
C -2.0136 0.6489 -0.5809 -0.44
H -2.2566 2.5494 2.2727 0.23
H -2.5972 0.8248 2.1985 0.21
H -3.5475 2.1273 1.2766 0.25
H -1.6738 2.6864 0.1092 0.29
H 0.3099 1.1440 1.7607 0.24
H 2.2511 0.0452 0.8303 0.24
H 3.1223 -0.4800 -1.5598 0.25
H 1.4439 -1.0702 -1.8694 0.21
H 2.1836 -2.9613 -1.0604 0.21
H 3.5002 -2.4015 -0.0878 0.23
H 0.6219 -2.2794 0.0263 0.20
H 1.2896 -2.0569 1.5550 0.23
H -0.4382 -0.9292 -1.3934 0.24
H -2.6998 -0.1110 -0.0490 0.24
H -2.5120 0.9354 -1.4493 0.26
```

Calculated values
spin multiplicity = 1
SMILES = C[C@H]1C=[N+](C2CCC2)[C@H](I)C1
net charge = +1
HOMO-LUMO gap = 8.8 eV
total energy = -19158.0872 eV
relative energy (zero: lowest compared OMol25 entry of this formula, charge and spin) = 11.9 kcal/mol
highest occupied orbital energy = -13.39 eV

***

Q: Look up the spin multiplicity of the first one.
A: 1

***

What did the second record say?
Formula: C7H12Cl2NO2P
Source: the OMol25 dataset
Level of theory: the ωB97M-V functional and the def2-TZVPD basis

```
25
Properties=species:S:1:pos:R:3:nbo_charge:R:1
C -2.3843 1.2094 0.8088 -0.62
C -2.3005 0.0635 -0.2003 -0.41
C -1.1349 -0.8963 0.0112 -0.17
Cl -1.0077 -1.3692 1.7200 -0.05
C 0.1812 -0.4085 -0.6294 -0.24
C 0.4151 1.0559 -0.9779 -0.23
N 1.7512 1.0278 -1.5992 -0.63
C 2.4730 -0.0569 -1.0809 0.68
O 3.6511 -0.3045 -1.3347 -0.55
C 1.5619 -0.8471 -0.1169 -0.66
P 2.3276 -0.3630 1.5540 1.16
O 1.9301 -1.6584 2.4812 -0.98
Cl 1.0922 1.0961 2.3669 -0.33
H -1.3946 1.4454 1.1739 0.21
H -2.9792 0.9409 1.6631 0.22
H -2.7639 2.0980 0.3246 0.21
H -3.1995 -0.5333 -0.0971 0.22
H -2.2755 0.4277 -1.2164 0.21
H -1.4013 -1.7986 -0.5139 0.21
H 0.1279 -0.8849 -1.6087 0.21
H -0.2963 1.4008 -1.7117 0.20
H 0.3862 1.7054 -0.1198 0.22
H 1.6499 0.9875 -2.5994 0.40
H 1.7528 -1.9066 -0.2203 0.25
H 1.8374 -2.4311 1.9231 0.49
```

Calculated values
spin multiplicity = 1
SMILES = CC[C@H](Cl)[C@H]1CNC(=O)[C@H]1P(O)Cl
HOMO-LUMO gap = 9.4 eV
total energy = -47373.3398 eV
relative energy (zero: lowest compared OMol25 entry of this formula, charge and spin) = 0.0 kcal/mol
highest occupied orbital energy = -9.07 eV

***

Q: Among the records above, which one has the highest total energy?
A: C9H15IN